The following is a quantum chemistry calculation of C18H31BN6ReSi as an isolated structure in a non-equilibrium geometry, from the Open Molecules 2025 dataset.

* Kohn-Sham gap (spin up / spin down): 7.13 / 6.92 eV
* energy above the lowest of the compared OMol25 structures with the same formula, charge and spin: 9.40 kcal per mole
* multiplicity: 2
* expectation value of S²: 0.764
* highest occupied orbital energy (spin up / spin down): -0.543 / -0.542 hartree
* lowest unoccupied orbital energy (spin up / spin down): -7.65 / -7.84 eV
* charge: +2

XYZ file:
```
58
Properties=species:S:1:pos:R:3:forces:R:3
Re -0.79951 0.27450 -0.50801 -0.325 -1.107 -0.300
C -3.61945 -0.67463 1.79826 0.018 -0.005 0.003
C -2.18342 -0.71694 2.19008 -0.506 -0.200 0.664
C -1.59631 -1.05180 3.40256 -0.374 0.069 -0.239
C -0.22895 -0.91624 3.23617 0.269 0.121 -0.427
C 0.82911 -1.14837 4.25105 0.045 -0.021 0.056
N 0.02349 -0.52633 1.96296 -0.091 -0.207 0.853
N -1.21733 -0.40548 1.33093 0.774 0.538 -1.073
B 1.45239 -0.25689 1.32109 0.209 0.042 -0.303
N 1.53885 1.20537 0.81246 -0.237 -0.170 0.028
N 0.45729 1.63694 0.08523 0.403 0.823 0.055
C 0.45890 2.99609 0.09950 0.017 -0.070 0.031
C -0.67660 3.76650 -0.46090 -0.026 0.109 -0.137
C 1.59109 3.42042 0.76021 -0.016 -0.145 0.142
C 2.22818 2.26860 1.23803 -0.191 0.170 -0.194
C 3.43803 2.16583 2.08611 0.068 -0.090 0.069
N 1.60594 -1.19382 0.09654 -0.200 -0.023 0.123
N 0.47214 -1.25933 -0.67252 0.017 0.135 -0.224
C 0.42845 -2.47158 -1.25536 0.093 -0.254 0.056
C -0.75897 -2.97112 -1.98838 -0.099 0.035 -0.111
C 1.58721 -3.15940 -0.92539 -0.055 0.157 0.116
C 2.28713 -2.34614 -0.04081 -0.192 0.074 -0.118
C 3.54497 -2.61971 0.69153 0.126 -0.015 0.049
H -4.24517 -0.94918 2.64223 -0.016 -0.003 0.019
H -3.82482 -1.37206 0.98522 -0.002 -0.006 -0.003
H -3.90659 0.32750 1.47679 -0.004 0.011 -0.007
H -2.10358 -1.34985 4.30121 -0.052 -0.032 0.066
H 0.37216 -1.46597 5.18492 -0.002 0.006 -0.009
H 1.39821 -0.23962 4.43917 0.038 0.026 0.008
H 1.52223 -1.92274 3.92719 0.037 -0.018 -0.006
H 2.28799 -0.45241 2.12652 0.132 -0.087 0.174
H -1.40379 3.11442 -0.94963 0.028 0.009 0.084
H -0.34011 4.49866 -1.19461 -0.012 0.003 -0.008
H -1.18526 4.30524 0.33889 0.005 0.023 -0.016
H 1.90649 4.43366 0.92886 0.007 0.086 -0.009
H 3.92410 3.13440 2.16238 0.002 0.006 -0.008
H 4.14232 1.44658 1.67175 0.038 0.001 0.013
H 3.17158 1.83730 3.09119 0.018 -0.004 0.031
H -1.52877 -2.20502 -2.08818 0.023 -0.039 0.035
H -1.18577 -3.80851 -1.43548 -0.011 -0.020 -0.026
H -0.50145 -3.33203 -2.98286 0.011 0.017 -0.028
H 1.86563 -4.14529 -1.24809 0.034 -0.082 -0.050
H 4.04583 -3.48295 0.26084 -0.002 -0.001 0.002
H 3.33948 -2.83734 1.73963 0.007 -0.003 0.048
H 4.21880 -1.76602 0.64666 0.017 0.004 0.012
C -2.74361 2.14800 -2.94707 0.172 -0.228 0.009
Si -1.68401 0.59064 -2.92847 -0.138 0.408 0.203
C 0.09392 0.90906 -3.50697 -0.257 -0.176 0.323
C -2.57491 -0.75681 -3.86986 0.214 0.033 0.192
H -3.19887 2.19680 -3.93833 -0.040 -0.005 -0.067
H -2.16968 3.06089 -2.81400 0.024 0.039 -0.031
H -3.56444 2.13975 -2.22919 -0.007 -0.046 0.040
H -0.01500 1.31139 -4.51807 0.012 0.045 -0.082
H 0.68612 -0.00267 -3.56344 0.014 -0.056 -0.049
H 0.65273 1.64836 -2.93187 -0.013 0.069 0.036
H -2.98797 -0.27953 -4.75991 -0.026 0.069 -0.054
H -3.41205 -1.19743 -3.32869 -0.024 0.030 0.057
H -1.91435 -1.55369 -4.20005 0.041 -0.045 -0.019
```
Forces are in eV/Å.